No. 1
5
Properties=species:S:1:pos:R:3:nbo_charge:R:1 method="wB97M-V/def2-TZVPD" e_lumo_ha=-0.01807 total_energy_ha=-1071.4081 charge=0 fmax_ev_per_a=6.47 e_above_lowest_kcal_mol=105.00
C -1.40 -0.48 0.54 0.211
O -0.23 -0.69 0.61 -0.598
F 2.05 0.08 -0.90 -0.491
S 1.32 -0.53 0.47 0.851
Cl -2.16 0.43 -0.63 0.027

No. 2
8
Properties=species:S:1:pos:R:3:nbo_charge:R:1 method="wB97M-V/def2-TZVPD" e_lumo_ha="0.16864 / 0.13160" total_energy_ha=-1575.0783 charge=-2 fmax_ev_per_a=6.23 spin_multiplicity=3 s_squared=2.0039
C 1.42 0.38 -0.04 0.255
N 0.40 -0.31 0.63 -1.004
O 1.25 1.44 -0.69 -0.652
O -1.04 -0.57 -1.48 -0.946
O -1.80 -1.53 0.56 -0.973
S 2.97 -0.11 0.45 -0.491
S -0.94 -0.47 -0.04 2.255
Cl -2.26 1.16 0.59 -0.443

No. 3
13
Properties=species:S:1:pos:R:3:nbo_charge:R:1 method="wB97M-V/def2-TZVPD" e_lumo_ha="-0.08114 / -0.07838" total_energy_ha=-3653.1672 charge=0 fmax_ev_per_a=5.35 spin_multiplicity=2 e_above_lowest_kcal_mol=0.00 s_squared=0.7628
Cu 1.18 0.22 1.76 0.877
N -0.68 1.72 -0.15 -1.305
S -0.35 2.68 1.25 0.637
O 1.24 2.18 1.43 -1.244
S -1.16 0.17 0.17 1.356
O -0.61 -0.28 1.55 -1.074
O -0.02 -1.78 -1.69 -0.625
C -2.97 0.35 0.60 0.783
F -3.20 1.15 1.63 -0.304
F -3.60 0.81 -0.47 -0.309
F -3.44 -0.86 0.89 -0.304
Mg 1.30 1.73 -0.50 1.617
S 1.77 -1.62 -1.35 -0.106

No. 4
4
Properties=species:S:1:pos:R:3:nbo_charge:R:1 method="wB97M-V/def2-TZVPD" e_lumo_ha="0.16210 / 0.14767" total_energy_ha=-1501.3706 charge=-1 fmax_ev_per_a=2.02 spin_multiplicity=6 s_squared=8.7793
C 0.21 0.39 0.09 -0.044
F -0.58 0.25 -1.20 -0.514
Fe -1.14 -0.73 1.36 -0.010
F 1.51 0.09 -0.25 -0.431

No. 5
9
Properties=species:S:1:pos:R:3:nbo_charge:R:1 method="wB97M-V/def2-TZVPD" e_lumo_ha=-0.05920 total_energy_ha=-647.9189 charge=0 fmax_ev_per_a=1.59 e_above_lowest_kcal_mol=100.98 smiles="O=[N+]([O-])/C(F)=[N+](/[O-])OF"
C 0.27 0.67 -0.03 0.485
N 1.53 -0.02 0.17 0.487
N -0.93 0.17 -0.21 0.328
O 2.20 0.40 1.07 -0.318
O 1.77 -0.94 -0.58 -0.326
O -1.98 0.75 -0.18 -0.333
O -0.95 -1.24 -0.52 0.006
F 0.27 1.94 0.39 -0.252
F -2.17 -1.74 -0.10 -0.077

No. 6
6
Properties=species:S:1:pos:R:3:nbo_charge:R:1 method="wB97M-V/def2-TZVPD" e_lumo_ha="0.01848 / -0.10118" total_energy_ha=-786.3831 charge=0 fmax_ev_per_a=2.79 spin_multiplicity=3 e_above_lowest_kcal_mol=44.95 s_squared=2.0070
C -1.70 0.64 0.06 0.834
O -0.58 0.90 -0.12 -0.511
O 2.04 -1.04 -0.68 -0.803
F -2.07 -0.70 0.01 -0.327
F 1.85 0.42 1.16 -0.513
S 1.88 0.36 -0.46 1.320

No. 7
7
Properties=species:S:1:pos:R:3:nbo_charge:R:1 method="wB97M-V/def2-TZVPD" e_lumo_ha=-0.01866 total_energy_ha=-861.6931 charge=0 fmax_ev_per_a=7.34 e_above_lowest_kcal_mol=49.11 smiles="O=C(F)S(=O)(=O)F"
C -0.76 -0.62 0.45 0.643
O -1.12 -1.71 0.25 -0.433
O 1.46 0.70 0.74 -0.850
O 0.02 1.59 -1.20 -0.810
F -1.32 0.27 1.23 -0.293
F 1.17 -0.70 -1.20 -0.471
S 0.56 0.48 -0.27 2.215

No. 8
7
Properties=species:S:1:pos:R:3:nbo_charge:R:1 method="wB97M-V/def2-TZVPD" e_lumo_ha=-0.02530 total_energy_ha=-861.7007 charge=0 fmax_ev_per_a=4.33 e_above_lowest_kcal_mol=44.31 smiles="O=C(F)S(=O)(=O)F"
C 0.73 0.82 0.13 0.664
O 0.71 1.68 0.89 -0.430
O -0.18 -1.60 -1.03 -0.822
O -1.98 0.13 -0.48 -0.812
F 1.86 0.42 -0.45 -0.299
F -0.51 -0.98 1.26 -0.489
S -0.63 -0.47 -0.31 2.188

No. 9
7
Properties=species:S:1:pos:R:3:nbo_charge:R:1 method="wB97M-V/def2-TZVPD" e_lumo_ha="-0.07450 / -0.05333" total_energy_ha=-1274.3762 charge=0 fmax_ev_per_a=2.41 e_above_lowest_kcal_mol=69.99
C 0.19 0.02 0.35 0.896
F 0.05 -1.18 1.01 -0.355
F 1.52 0.25 0.26 -0.345
F -0.29 1.00 1.08 -0.321
P -1.27 1.59 -3.68 0.104
I -0.65 -0.22 -2.18 0.071
I -3.50 1.97 -2.98 -0.049

No. 10
6
Properties=species:S:1:pos:R:3:nbo_charge:R:1 method="wB97M-V/def2-TZVPD" e_lumo_ha=-0.04976 total_energy_ha=-710.5779 charge=0 fmax_ev_per_a=4.33 e_above_lowest_kcal_mol=26.58 smiles=FC(F)(F)OI
C 0.60 -0.08 -0.03 1.200
O -0.84 0.49 -0.70 -0.756
F 1.38 0.95 -0.14 -0.284
F 0.36 -0.47 1.19 -0.298
F 1.12 -1.09 -0.66 -0.293
I -2.61 0.20 0.33 0.430

No. 11
14
Properties=species:S:1:pos:R:3:mulliken_charge:R:1 method="wB97M-V/def2-TZVPD" e_lumo_ha=-0.08773 total_energy_ha=-2118.7581 charge=0 fmax_ev_per_a=9.35 e_above_lowest_kcal_mol=68.96
Mg 1.82 -0.83 1.45 0.773
N -0.02 -0.65 2.03 -0.707
S -1.10 0.12 1.37 0.883
O -0.79 1.09 0.22 -0.975
C -2.11 -1.05 0.31 0.722
F -2.57 -2.06 1.04 -0.232
F -1.31 -1.53 -0.65 -0.261
F -3.13 -0.43 -0.26 -0.222
Sr 0.72 1.21 -1.22 1.972
S 3.54 -0.05 -1.16 0.070
O 2.18 0.11 -0.20 -0.570
S 3.16 1.76 -2.29 0.004
O 1.67 1.44 -2.86 -0.777
O -2.06 0.88 2.23 -0.679

No. 12
9
Properties=species:S:1:pos:R:3:nbo_charge:R:1 method="wB97M-V/def2-TZVPD" e_lumo_ha=-0.24212 total_energy_ha=-995.4658 charge=+1 fmax_ev_per_a=6.76 e_above_lowest_kcal_mol=20.76 smiles="N#[N+]S(=O)(=O)C(F)(F)F"
C 1.28 0.20 -0.02 0.867
N -2.25 1.21 0.55 0.385
N -1.46 0.51 0.18 -0.162
O -0.93 -1.45 1.09 -0.736
O -0.39 -1.31 -1.37 -0.726
F 2.28 -0.55 0.30 -0.250
F 1.44 0.48 -1.27 -0.246
F 1.22 1.22 0.82 -0.255
S -0.33 -0.92 -0.08 2.124

No. 13
7
Properties=species:S:1:pos:R:3:nbo_charge:R:1 method="wB97M-V/def2-TZVPD" e_lumo_ha=0.00202 total_energy_ha=-546.8225 charge=0 fmax_ev_per_a=5.29 e_above_lowest_kcal_mol=31.84
C -2.27 -1.00 0.46 0.654
N 1.40 0.10 -1.10 0.212
N 1.29 -0.12 0.02 0.222
F -1.54 -0.35 -0.33 -0.307
F -1.77 -0.85 1.70 -0.348
F 1.54 1.29 -1.72 -0.180
F 1.35 0.93 0.98 -0.253

No. 14
7
Properties=species:S:1:pos:R:3:nbo_charge:R:1 method="wB97M-V/def2-TZVPD" e_lumo_ha="-0.02147 / -0.11293" total_energy_ha=-452.4281 charge=0 fmax_ev_per_a=5.96 e_above_lowest_kcal_mol=74.72
C 0.69 -1.33 -0.79 0.285
N 0.61 -1.84 -1.86 -0.184
N 0.74 -0.70 0.32 0.024
N -0.68 1.56 0.30 0.563
O -0.76 1.86 -0.80 -0.229
O -0.66 1.82 1.44 -0.260
F 0.07 -1.36 1.39 -0.199

No. 15
7
Properties=species:S:1:pos:R:3:nbo_charge:R:1 method="wB97M-V/def2-TZVPD" e_lumo_ha="0.01372 / 0.01374" total_energy_ha=-755.0850 charge=-1 fmax_ev_per_a=4.71 e_above_lowest_kcal_mol=68.33
C -0.45 -0.47 -0.10 0.010
N -0.09 0.25 1.04 -0.227
N 0.51 -0.46 -0.97 -0.260
N 1.07 0.70 0.79 -0.097
N 1.38 0.39 -0.43 -0.088
F -2.80 0.89 -1.39 -0.735
S -1.85 -1.40 0.04 0.398

No. 16
7
Properties=species:S:1:pos:R:3:nbo_charge:R:1 method="wB97M-V/def2-TZVPD" e_lumo_ha=-0.05586 total_energy_ha=-493.5349 charge=0 fmax_ev_per_a=2.23 e_above_lowest_kcal_mol=8.90 smiles="O=C(F)O[N+](=O)[O-]"
C 1.33 0.04 0.06 1.039
N -1.42 -0.13 -0.07 0.753
O 0.13 -0.56 0.27 -0.519
O 2.28 -0.61 -0.15 -0.527
O -2.07 -1.10 -0.01 -0.209
O -1.63 1.03 -0.08 -0.241
F 1.39 1.33 -0.01 -0.296

No. 17
5
Properties=species:S:1:pos:R:3:nbo_charge:R:1 method="wB97M-V/def2-TZVPD" e_lumo_ha="-0.06891 / -0.06889" total_energy_ha=-952.6672 charge=0 fmax_ev_per_a=5.18 e_above_lowest_kcal_mol=65.51
C -0.04 -0.71 0.48 0.119
O 1.19 1.54 -0.99 -1.024
F 0.03 -2.00 0.60 -0.273
P 0.44 1.16 0.19 1.271
S -1.63 0.01 -0.28 -0.093

No. 18
9
Properties=species:S:1:pos:R:3:nbo_charge:R:1 method="wB97M-V/def2-TZVPD" e_lumo_ha="-0.19040 / -0.19348" total_energy_ha=-2453.6408 charge=+1 fmax_ev_per_a=1.76 spin_multiplicity=5 s_squared=6.0113
Fe -0.32 -1.27 0.77 1.582
N 1.90 1.08 0.07 -0.886
S 2.19 -0.26 -0.70 1.199
O 1.20 -1.40 -0.35 -1.058
S 0.83 1.59 1.11 1.181
O -0.27 0.52 1.41 -1.070
O -1.91 -1.06 -0.38 -0.674
C -2.71 -0.32 -0.82 1.098
O -3.46 0.34 -1.38 -0.371

No. 19
15
Properties=species:S:1:pos:R:3:nbo_charge:R:1 method="wB97M-V/def2-TZVPD" e_lumo_ha=-0.00888 total_energy_ha=-244.1880 charge=0 fmax_ev_per_a=1.48
B -1.15 0.65 0.38 -0.889
B 0.36 -0.08 0.61 0.902
C 1.02 -0.67 1.89 -1.042
O 1.22 -0.15 -0.59 -0.972
H -1.23 1.16 -0.79 -0.118
H -1.26 1.58 1.16 0.046
H -2.08 -0.14 0.54 0.029
H 0.96 -1.76 1.88 0.246
H 0.53 -0.30 2.78 0.241
H 2.07 -0.39 1.92 0.223
H 1.56 0.74 -0.70 0.502
O -0.45 -0.03 -2.49 -0.828
H -1.33 0.23 -2.10 0.575
H -0.44 -0.95 -2.78 0.531
H 0.21 0.11 -1.71 0.555